1.
A 8-piece molecular cluster, C29H40F21O18PS overall, computed with the ωB97M-V functional and the def2-TZVPD basis.

LUMO energy = 0.059 eV
Kohn-Sham gap = 0.3996 hartree
Highest occupied orbital energy = -10.8 eV
Total energy = -144770.6925 eV

Geometry as ORCA input:
```
! RIJCOSX wB97M-V def2-TZVPD def2/J DEFGRID3
* xyz 0 1
C 1.13636 5.04682 2.16264
O -0.14853 5.64421 1.89894
S -0.96542 4.98577 0.69011
O -1.20849 5.98910 -0.30592
O -2.35465 4.87891 1.62261
P -3.77941 4.50029 0.95433
O -4.65654 5.59111 0.52307
H 1.83419 5.27094 1.36058
H 1.04542 3.97056 2.29732
H 1.48290 5.49862 3.08149
H -3.38990 3.61639 -0.06744
H -4.27728 3.68863 1.97568
C -8.53391 0.99714 4.85948
C -7.91908 -0.16522 4.11650
O -7.73879 0.15640 2.71174
C -6.66652 0.85584 2.40879
O -5.80227 1.24241 3.14020
C -6.61369 1.10607 0.88307
F -7.78976 1.48640 0.39088
F -6.22927 -0.01631 0.25604
F -5.70517 2.05034 0.61535
H -9.47606 1.29122 4.39751
H -8.72932 0.70423 5.89092
H -7.86438 1.85619 4.86747
H -8.57454 -1.03226 4.10727
H -6.95446 -0.45211 4.53307
C -3.07583 -0.80434 1.02196
C -3.49574 -2.13282 0.43981
O -2.34219 -2.94965 0.11955
C -1.80883 -3.61577 1.12629
O -2.16439 -3.63234 2.26647
C -0.61639 -4.46238 0.61823
F 0.18318 -3.75482 -0.18916
F -1.06657 -5.52274 -0.06237
F 0.11319 -4.89873 1.64337
H -2.40515 -0.28299 0.33807
H -3.95442 -0.18312 1.18755
H -2.56705 -0.93577 1.97642
H -4.01186 -2.01066 -0.50928
H -4.13873 -2.68887 1.12104
C 3.26570 -4.47742 2.31411
C 4.06766 -4.17120 1.07227
O 5.01888 -3.10201 1.31299
C 6.14787 -3.44271 1.89858
O 6.49828 -4.52931 2.25485
C 7.06460 -2.20219 2.03251
F 6.40284 -1.13543 2.48282
F 7.58546 -1.90105 0.83433
F 8.06822 -2.46130 2.87010
H 2.76341 -3.57993 2.67509
H 2.51209 -5.22750 2.08245
H 3.90286 -4.86349 3.10921
H 3.43934 -3.79261 0.26972
H 4.60882 -5.04478 0.71039
C 10.88452 -1.35916 1.70411
C 11.74324 -2.41792 2.35363
O 12.97997 -2.60968 1.62464
C 13.94320 -1.74274 1.88182
O 13.91671 -0.82776 2.64914
C 15.20258 -2.10013 1.05463
F 14.89398 -2.38050 -0.21538
F 15.79844 -3.17783 1.58712
F 16.06827 -1.09248 1.06622
H 10.69105 -1.61004 0.66058
H 9.93417 -1.29224 2.22780
H 11.37057 -0.38463 1.73951
H 11.26350 -3.39386 2.32874
H 11.98069 -2.16911 3.38720
C 8.60839 -5.85533 -0.04379
C 7.44064 -6.76505 -0.33862
O 6.97877 -6.60506 -1.70230
C 7.65565 -7.26657 -2.62533
O 8.59646 -7.98410 -2.46597
C 7.01746 -7.02231 -4.01484
F 6.73558 -5.72918 -4.20609
F 5.87285 -7.71637 -4.11057
F 7.83518 -7.42392 -4.98070
H 8.34671 -4.81747 -0.25508
H 8.86393 -5.93590 1.01266
H 9.48279 -6.11985 -0.63720
H 6.57792 -6.50627 0.27118
H 7.68916 -7.81213 -0.17070
C -7.87718 7.06337 -0.34293
C -9.11248 6.92635 -1.19916
O -9.26445 5.56006 -1.67089
C -9.81546 4.70918 -0.82855
O -10.24867 4.92602 0.26353
C -9.89716 3.30823 -1.48422
F -8.74289 2.98980 -2.09387
F -10.86945 3.28115 -2.40290
F -10.15157 2.38187 -0.56753
H -6.99036 6.73326 -0.88039
H -7.74194 8.10877 -0.06574
H -7.96017 6.47582 0.56979
H -9.04067 7.51421 -2.11131
H -10.01809 7.21002 -0.66438
C -6.85913 4.58280 -4.12584
C -6.48751 3.49735 -5.10679
O -6.13757 4.05169 -6.39904
C -4.89943 4.49482 -6.52105
O -4.03160 4.47636 -5.70028
C -4.67531 5.03073 -7.95651
F -5.69000 5.80244 -8.35877
F -4.57204 3.99973 -8.80949
F -3.55439 5.74104 -8.01907
H -7.67388 5.19134 -4.51967
H -7.18570 4.13447 -3.19131
H -6.00886 5.23355 -3.92038
H -7.33018 2.84211 -5.31564
H -5.65293 2.89530 -4.74918
*
```

---

2.
An isolated ion of composition C29H40F6N5O6Si and charge +1, computed with the ωB97M-V functional and the def2-TZVPD basis.

LUMO energy = -3.953 eV
Kohn-Sham gap = 0.2731 hartree
Highest occupied orbital energy = -11.4 eV
Total energy = -74633.7167 eV

Geometry as ORCA input:
```
! RIJCOSX wB97M-V def2-TZVPD def2/J DEFGRID3
* xyz 1 1
C -2.17292 -1.67596 5.13664
N -3.50399 -1.42043 4.59575
C -3.80783 0.02848 4.54265
C -3.76020 -2.05546 3.37448
O -4.85473 -2.36536 3.03870
C -2.65524 -2.43691 2.37697
N -1.67767 -1.39710 2.06752
C -1.93655 -0.21750 1.48697
N -3.12946 0.16581 1.05466
C -3.30927 1.42607 0.37951
C -3.44818 2.58193 1.33448
O -3.23272 2.50682 2.48894
O -3.72617 3.74512 0.70919
N -0.83494 0.53722 1.38687
C 0.15364 -0.18681 1.88070
C 1.52862 0.37038 1.94769
C 2.71857 -0.55777 2.14193
C 4.04082 0.23269 2.04758
C 5.00663 -0.34920 1.00741
C 4.48364 -0.36261 -0.43195
C 4.12084 1.00514 -1.00610
C 3.41132 0.87661 -2.37493
C 1.87896 1.09108 -2.29304
Si 1.18152 2.42861 -3.41689
C 2.01982 2.44578 -5.09596
C 1.30119 4.10657 -2.58636
C -0.65564 2.09366 -3.71371
C -1.68443 2.97544 -3.27593
C -3.04803 2.68311 -3.52162
C -3.40614 1.50526 -4.21377
C -2.40215 0.61013 -4.65927
C -1.04172 0.90842 -4.40423
N -0.30191 -1.40447 2.26655
C 0.43956 -2.53261 2.81862
O 0.61244 -2.61868 3.95135
C 0.99195 -3.65464 1.86269
F 2.30242 -3.46999 1.63987
F 0.81849 -4.79110 2.56208
C 0.27052 -3.84375 0.49310
F -1.05182 -3.71266 0.70797
F 0.51373 -5.09871 0.07019
C 0.71512 -2.92235 -0.66914
F 0.73577 -1.63513 -0.24647
F 1.95877 -3.26940 -1.02402
C -0.26580 -2.98195 -1.85996
O -1.35178 -2.54775 -1.74647
O 0.26209 -3.53378 -2.93987
H -2.19363 -1.58034 6.21554
H -1.41570 -0.98399 4.76628
H -1.84779 -2.68465 4.91045
H -4.63367 0.20473 3.86379
H -4.09379 0.36901 5.52893
H -2.95764 0.60708 4.18821
H -2.13899 -3.31915 2.73357
H -3.13533 -2.71770 1.44790
H -3.93042 -0.42946 1.18614
H -4.19418 1.36204 -0.24403
H -2.48092 1.63738 -0.28899
H -4.59874 3.73273 0.29646
H 1.64493 0.87228 0.99424
H 1.51616 1.16381 2.69114
H 2.65663 -1.06296 3.09999
H 2.71437 -1.26800 1.32866
H 4.53537 0.21700 3.01433
H 3.84220 1.27576 1.82825
H 5.29579 -1.34754 1.32736
H 5.91217 0.25579 1.02110
H 5.22671 -0.83624 -1.06834
H 3.59772 -0.99534 -0.50301
H 5.03091 1.58833 -1.11061
H 3.43834 1.51622 -0.34159
H 3.63422 -0.08973 -2.81573
H 3.84437 1.62036 -3.03954
H 1.36264 0.17037 -2.57149
H 1.58626 1.28583 -1.26627
H 2.02236 3.45033 -5.50416
H 3.02487 2.03952 -5.08510
H 1.42979 1.83269 -5.77328
H 0.74890 4.84179 -3.16239
H 2.33388 4.43589 -2.51693
H 0.89215 4.05801 -1.58073
H -1.43177 3.89148 -2.76020
H -3.82183 3.36045 -3.19232
H -4.44646 1.29650 -4.41604
H -2.65919 -0.29284 -5.19143
H -0.26891 0.22648 -4.73860
H -0.02483 -3.02075 -3.71137
*
```

---

> highest occupied orbital energy of number 2 (C29H40F6N5O6Si)?

-11.4 eV

---

> Among the records above, which one has the highest LUMO energy?

C29H40F21O18PS

---

> Among the records above, which one has the lowest highest occupied orbital energy?

C29H40F6N5O6Si